Record 1
{
  "formula": "C17H39FN3O8P2",
  "method": "the ωB97M-V functional and the def2-TZVPD basis",
  "species": ["C", "O", "C", "C", "C", "C", "N", "P", "N", "O", "O", "C", "C", "N", "C", "C", "C", "O", "C", "F", "H", "H", "H", "H", "H", "H", "H", "H", "H", "H", "H", "H", "H", "H", "H", "H", "H", "H", "H", "H", "H", "H", "H", "H", "O", "P", "O", "C", "C", "O", "C", "C", "O", "C", "C", "H", "H", "H", "H", "H", "H", "H", "H", "H", "H", "H", "H", "H", "H", "H"],
  "coordinates": [[-3.15160, 5.87527, 5.15078], [-1.84955, 6.27760, 4.52235], [-1.26950, 5.08508, 3.87842], [0.34004, 5.22974, 3.51587], [1.09422, 3.76954, 3.74294], [1.64174, 3.05587, 2.39450], [0.85679, 1.86344, 1.87847], [2.05850, 0.99948, 0.79550], [1.37230, -0.25992, -0.00368], [2.81295, 2.09903, -0.33986], [3.37425, 0.28418, 1.72882], [0.53803, 0.81649, 2.93379], [-0.96494, 0.87942, 3.56382], [-2.00512, 1.58460, 2.72902], [-1.70299, 1.43814, 1.25536], [-1.81154, -0.08781, 0.66570], [-3.41785, -0.49367, 0.61608], [-4.25112, 0.19729, -0.20936], [-0.29310, 2.21092, 0.95847], [-0.63048, 3.68337, 0.94070], [-3.58466, 4.87631, 4.68916], [-2.94086, 5.73173, 6.30699], [-3.99053, 6.69875, 4.94670], [-1.52682, 4.16864, 4.55882], [-1.86582, 4.92979, 2.86573], [0.75937, 6.07442, 4.22672], [0.47594, 5.59923, 2.39752], [2.05196, 4.02818, 4.40825], [0.39196, 3.14528, 4.43269], [2.73141, 2.63607, 2.64676], [1.83547, 3.89271, 1.57134], [1.84210, -1.15818, 0.26139], [2.36187, 1.91360, -1.21174], [4.07236, -0.08520, 1.11049], [1.29769, 0.98496, 3.82516], [0.71401, -0.29797, 2.56884], [-1.32264, -0.21647, 3.79100], [-0.94801, 1.43553, 4.61538], [-2.16305, 2.57631, 3.01324], [-2.54682, 2.06474, 0.68858], [-1.20037, -0.88390, 1.30995], [-1.43431, -0.13910, -0.46100], [-3.89070, -1.34389, 1.28653], [-0.01455, 1.97065, -0.17690], [0.35762, -5.75907, -4.85629], [0.30880, -4.74872, -3.68410], [1.06350, -3.56041, -4.57587], [0.61273, -3.23966, -5.88658], [-0.51873, -2.23268, -5.86939], [1.67683, -5.33584, -2.93099], [2.00854, -6.71286, -3.07081], [2.96747, -6.92893, -4.23392], [0.25424, -3.61980, -2.37434], [0.11135, -2.21701, -2.47949], [-1.34881, -1.82837, -2.54323], [0.31201, -4.12626, -6.45181], [1.46763, -2.80662, -6.41548], [-1.41458, -2.66733, -5.41544], [-0.77434, -1.91124, -6.88252], [-0.25064, -1.34236, -5.29327], [1.10011, -7.31494, -3.18369], [2.48714, -7.04000, -2.14335], [2.68435, -6.36510, -5.12517], [3.02104, -7.98972, -4.49687], [3.97318, -6.58993, -3.96499], [0.69004, -1.79156, -3.29707], [0.54091, -1.78761, -1.57174], [-1.89900, -2.44247, -3.25915], [-1.45161, -0.77350, -2.81480], [-1.82580, -1.97821, -1.56892]],
  "lowdin_charge": [-0.103, -0.248, -0.242, -0.129, -0.143, -0.158, -0.241, 0.800, -0.161, -0.166, -0.193, -0.132, -0.161, -0.025, -0.225, -0.104, -0.095, -0.076, -0.143, -0.043, 0.093, 0.113, 0.117, 0.103, 0.128, 0.135, 0.122, 0.144, 0.097, 0.148, 0.167, 0.039, 0.101, 0.115, 0.163, 0.139, 0.140, 0.135, 0.095, 0.185, 0.123, 0.107, 0.144, 0.168, -0.247, 0.770, -0.260, -0.293, -0.079, -0.231, -0.302, -0.073, -0.222, -0.302, -0.082, 0.106, 0.122, 0.068, 0.084, 0.069, 0.104, 0.114, 0.070, 0.082, 0.075, 0.105, 0.073, 0.070, 0.086, 0.060],
  "charge": 1,
  "e_tot_ha": -2219.3388,
  "lumo_energy_ev": -4.247
}


Record 2
{
  "formula": "C35H33ClN4S2Si2Zn",
  "method": "the ωB97M-V functional and the def2-TZVPD basis",
  "species": ["C", "C", "C", "H", "C", "C", "H", "H", "H", "H", "Zn", "Si", "C", "C", "H", "C", "H", "C", "H", "C", "H", "C", "H", "C", "C", "H", "C", "H", "C", "H", "C", "H", "C", "H", "H", "Si", "C", "C", "H", "C", "H", "C", "H", "C", "H", "C", "H", "C", "C", "H", "C", "H", "C", "H", "C", "H", "C", "H", "H", "Cl", "N", "C", "N", "C", "C", "S", "C", "C", "S", "C", "N", "N", "H", "H", "H", "H", "H", "H"],
  "coordinates": [[-1.60453, -0.70832, 0.93349], [-2.05368, -0.17135, -0.29516], [-1.63031, -1.03674, -1.34166], [-2.72802, 0.67838, -0.41222], [-0.94346, -2.16462, -0.72742], [-0.93409, -1.92571, 0.68539], [-0.56569, -2.62342, 1.44231], [-1.83825, -0.30075, 1.91954], [-1.94322, -0.98092, -2.38296], [-0.67065, -3.08938, -1.23559], [0.52512, -0.66894, -1.29263], [1.71998, 1.71524, -3.71090], [0.38420, 3.02063, -4.38654], [0.85428, 4.11834, -5.12415], [1.93089, 4.19850, -5.34625], [-0.01282, 5.11821, -5.57258], [0.37098, 5.94834, -6.17078], [-1.37655, 5.05865, -5.24433], [-2.06957, 5.83022, -5.60081], [-1.84669, 4.03772, -4.39772], [-2.89967, 4.02374, -4.03114], [-0.95716, 3.03462, -3.97536], [-1.35669, 2.23023, -3.33083], [0.89948, 0.00056, -4.21372], [-0.51214, -0.11688, -4.43193], [-1.09268, 0.78230, -4.57833], [-1.09308, -1.41472, -4.66856], [-2.12174, -1.45046, -5.02343], [-0.45244, -2.56514, -4.09352], [-1.04932, -3.45994, -3.80703], [0.91707, -2.48957, -3.99508], [1.50672, -3.30034, -3.59026], [1.56623, -1.28590, -4.48884], [2.61219, -1.33535, -4.80570], [1.22690, 1.33927, -2.29705], [0.38836, -0.98747, -5.90104], [0.71516, -2.32860, -7.26308], [-0.04116, -2.27518, -8.44587], [-0.79644, -1.49412, -8.58225], [0.17056, -3.21796, -9.46538], [-0.42602, -3.16893, -10.38505], [1.15612, -4.21049, -9.32245], [1.38591, -4.89650, -10.15303], [1.91210, -4.25744, -8.14718], [2.66351, -5.03314, -8.02735], [1.72410, -3.29756, -7.13651], [2.35929, -3.31895, -6.25494], [0.15858, 0.53366, -7.05494], [-1.12293, 1.01831, -7.30675], [-2.01066, 0.43583, -7.03022], [-1.27784, 2.26705, -7.92695], [-2.27889, 2.66130, -8.10827], [-0.15607, 3.00370, -8.31337], [-0.27193, 4.00544, -8.73524], [1.11868, 2.45871, -8.13202], [1.99811, 3.01197, -8.46598], [1.27756, 1.21316, -7.51222], [2.27754, 0.77541, -7.38842], [2.47065, 2.90562, -3.46096], [3.73586, 0.82875, -3.68927], [-0.98910, 3.15759, -0.49019], [-0.09528, 2.60404, 0.34930], [0.54198, 1.46231, 0.18806], [1.35102, 1.18075, 1.28831], [1.33167, 2.16618, 2.27792], [0.24471, 3.43165, 1.88063], [2.05958, -0.06911, 1.32028], [2.80214, -0.60919, 2.34747], [3.39106, -2.18333, 1.96941], [2.63416, -2.04478, 0.39541], [1.95673, -0.91818, 0.20041], [2.71272, -3.05524, -0.48859], [-1.30612, 4.08830, -0.24301], [-1.04345, 2.86011, -1.46261], [1.92720, 2.11703, 3.17776], [2.96207, -0.10223, 3.29542], [3.32691, -3.82879, -0.25162], [2.37204, -2.94296, -1.44566]],
  "lowdin_charge": [-0.141, -0.154, -0.225, 0.096, -0.243, -0.155, 0.100, 0.101, 0.083, 0.087, 0.846, 0.222, -0.282, -0.130, 0.102, -0.101, 0.102, -0.105, 0.097, -0.096, 0.106, -0.163, 0.083, -0.377, -0.239, 0.093, -0.204, 0.131, -0.117, 0.133, -0.150, 0.097, -0.325, 0.089, -0.031, 0.618, -0.207, -0.095, 0.094, -0.091, 0.100, -0.101, 0.102, -0.097, 0.094, -0.089, 0.090, -0.236, -0.100, 0.111, -0.078, 0.103, -0.099, 0.104, -0.086, 0.105, -0.083, 0.118, -0.074, 0.133, 0.122, -0.651, 0.059, -0.321, -0.362, 1.044, -0.301, -0.346, 1.067, -0.654, 0.024, 0.120, 0.101, 0.074, 0.069, 0.081, 0.110, 0.092],
  "e_tot_ha": -5187.2871,
  "lumo_energy_ev": -0.104
}


Record 3
{
  "formula": "C5H12NO",
  "method": "the ωB97M-V functional and the def2-TZVPD basis",
  "species": ["C", "O", "C", "C", "C", "C", "N", "H", "H", "H", "H", "H", "H", "H", "H", "H", "H", "H", "H"],
  "coordinates": [[1.99251, 1.17631, 0.27748], [2.25317, -0.33569, 0.22793], [0.88001, 1.57660, -0.54537], [-0.59927, 1.21116, 0.02302], [-0.84095, -0.19425, 0.16779], [-1.88093, -0.91931, -0.24483], [-1.63602, -2.48775, -0.26285], [1.81479, 1.62485, 1.20776], [3.00497, 1.52772, -0.04271], [2.99952, -0.52893, 0.85904], [0.96487, 2.67986, -0.57952], [0.96732, 1.25481, -1.60459], [-0.66289, 1.47448, 1.04495], [-1.41622, 1.80676, -0.42007], [0.00485, -0.69041, 0.64526], [-3.09771, -0.82173, -0.10245], [-1.66989, -2.78046, 0.68833], [-0.68120, -2.60235, -0.64858], [-2.39696, -2.97168, -0.69059]],
  "lowdin_spin": [0.003, 0.007, 0.024, 0.051, 0.310, 0.345, 0.060, 0.001, 0.001, 0.000, 0.002, 0.001, 0.015, 0.002, 0.035, 0.084, 0.013, 0.019, 0.025],
  "multiplicity": 2,
  "s2": 0.755,
  "e_tot_ha": -327.4895,
  "lumo_energy_ev": [0.751, 0.575]
}


Record 4
{
  "formula": "C34H39BrN4O2OsP2",
  "method": "the ωB97M-V functional and the def2-TZVPD basis",
  "species": ["Os", "C", "C", "C", "C", "C", "C", "C", "C", "C", "H", "H", "H", "H", "H", "H", "H", "H", "H", "H", "H", "H", "H", "H", "H", "P", "P", "N", "N", "N", "N", "C", "C", "C", "C", "C", "C", "C", "C", "C", "C", "C", "C", "C", "C", "C", "C", "C", "C", "H", "H", "H", "H", "H", "H", "H", "H", "H", "H", "H", "H", "H", "H", "H", "H", "H", "H", "H", "H", "Br", "C", "C", "C", "C", "C", "C", "C", "O", "O", "H", "H", "H", "H"],
  "coordinates": [[-0.41211, 1.38617, -3.98144], [-1.81478, 1.50352, -5.89200], [-1.50519, 0.14086, -5.68683], [-0.50430, -0.52664, -6.58839], [0.80580, 0.26059, -6.47679], [1.00993, 1.06169, -5.22960], [0.66724, 2.55259, -5.10148], [-0.07002, 3.26558, -6.21925], [-1.14143, 2.41095, -6.88127], [0.50566, 1.50020, -1.89920], [-2.90336, 1.69748, -5.98268], [-2.36320, -0.54136, -5.50833], [-0.73414, -0.52185, -7.67534], [-0.41681, -1.59524, -6.34010], [1.62439, -0.47510, -6.48705], [0.89386, 0.95547, -7.32957], [2.05247, 0.86133, -4.96253], [1.49550, 3.16366, -4.72458], [0.56119, 3.68443, -7.02248], [-0.51368, 4.18284, -5.78990], [-1.88665, 3.11336, -7.26069], [-0.75824, 1.87798, -7.76434], [0.04568, 2.40152, -1.42461], [1.57212, 1.75836, -1.77324], [0.29828, 0.74088, -1.08461], [1.15970, -0.40178, -3.08506], [-1.57848, -0.96616, -1.69052], [3.13671, 0.51187, -3.24088], [2.04045, -1.43946, -1.64767], [-2.46418, 0.37238, -2.42307], [-2.86647, -2.03160, -1.20185], [0.28460, -1.86819, -3.71250], [-1.18687, -1.92272, -3.21938], [3.28938, 1.89453, -3.27684], [4.58841, 2.23208, -3.68149], [5.26317, 1.01008, -3.89696], [4.36141, -0.01872, -3.61582], [2.81014, -0.83468, -0.66003], [3.69183, -1.77214, -0.10829], [3.46047, -3.00443, -0.78617], [2.44444, -2.76500, -1.71407], [-1.79906, 1.70549, -2.37205], [-2.63354, 2.58317, -3.16380], [-3.66226, 1.80518, -3.71742], [-3.43500, 0.45383, -3.36736], [-4.22445, -1.98198, -1.51876], [-4.88533, -2.95928, -0.80566], [-3.91642, -3.63196, -0.00485], [-2.68904, -3.05715, -0.25444], [0.77321, -2.83324, -3.46313], [0.33278, -1.83367, -4.82114], [-1.91295, -1.59666, -3.96955], [-1.43307, -2.96367, -2.97052], [2.50390, 2.59522, -3.04831], [4.94833, 3.25174, -3.78562], [6.29046, 0.88919, -4.24269], [4.49970, -1.09626, -3.68998], [2.69463, 0.20030, -0.38769], [4.43438, -1.58338, 0.65797], [3.96107, -3.95253, -0.64982], [1.97829, -3.45608, -2.39690], [-1.61584, 2.05832, -1.34162], [-2.48503, 3.65518, -3.25749], [-4.39913, 2.12986, -4.44064], [-3.85579, -0.45958, -3.73271], [-4.60533, -1.20280, -2.17348], [-5.97163, -3.08412, -0.78968], [-4.11837, -4.40667, 0.73688], [-1.70411, -3.25661, 0.17152], [-1.78265, 2.51173, 1.30039], [-1.90538, 1.10456, 2.54081], [-2.39616, 1.35539, 3.82486], [-2.42874, 0.34831, 4.79423], [-1.95561, -0.92198, 4.47504], [-1.50702, -1.22502, 3.19588], [-1.55183, -0.22806, 2.22370], [-1.05640, -0.61634, 0.88600], [-0.04758, -1.29233, 0.67356], [-1.79360, -0.12760, -0.14665], [-2.70846, 2.35931, 4.08780], [-2.75058, 0.57410, 5.81359], [-1.96652, -1.70579, 5.21568], [-1.19025, -2.22633, 2.90160]],
  "lowdin_spin": [0.563, -0.004, 0.012, 0.000, 0.020, 0.115, 0.057, 0.007, -0.001, 0.098, 0.000, 0.001, 0.001, 0.000, 0.002, 0.009, 0.013, 0.010, 0.001, 0.003, 0.000, 0.000, 0.007, 0.003, 0.009, 0.186, 0.374, 0.261, 0.103, 0.024, 0.008, 0.061, 0.208, 0.186, 0.036, 0.110, 0.147, 0.346, 0.115, 0.130, 0.327, 0.024, 0.020, 0.021, 0.040, 0.003, 0.001, 0.003, 0.003, -0.001, -0.001, 0.019, 0.006, 0.003, 0.000, 0.004, 0.005, 0.011, 0.001, 0.003, 0.014, 0.001, 0.002, 0.001, 0.001, 0.000, 0.000, 0.000, 0.000, 0.002, 0.000, 0.000, 0.000, 0.001, 0.000, 0.007, 0.011, 0.041, 0.205, 0.000, 0.000, 0.000, 0.000],
  "charge": 2,
  "multiplicity": 5,
  "s2": 6.064,
  "e_tot_ha": -5034.8388,
  "lumo_energy_ev": [-7.225, -9.021]
}